Computed, not measured: a 12-piece molecular cluster, C45H58N11O overall at a distorted geometry, with wB97M-V/def2-TZVPD.

Net charge: -1
LUMO energy: 2.2646 eV
Relative energy (zero: lowest compared OMol25 entry of this formula, charge and spin): 30.0 kJ/mol
Total energy: -2426.8592 hartree
Highest occupied orbital energy: -0.196 Eh
Frontier orbital gap: 7.60 eV

Geometry as XYZ:
```
115
Properties=species:S:1:pos:R:3:lowdin_charge:R:1
C 0.035 0.374 0.362 -0.226
O 0.273 -0.547 -0.666 -0.436
H 0.144 -0.143 1.354 0.060
H -0.940 0.854 0.336 0.053
H 0.797 1.163 0.290 0.065
N -0.355 -2.832 0.844 0.004
C -0.930 -3.951 0.353 -0.099
C -1.201 -4.805 1.589 -0.066
C -0.555 -4.112 2.670 -0.144
C -0.018 -2.954 2.182 -0.196
H -0.246 -1.991 0.293 0.066
H -1.255 -4.118 -0.662 0.093
H -1.781 -5.769 1.395 0.091
H -0.461 -4.395 3.732 0.094
H 0.555 -2.103 2.599 0.084
N 2.666 0.330 -1.560 -0.012
C 3.940 0.499 -1.123 -0.184
C 4.653 1.032 -2.155 -0.151
C 3.866 1.059 -3.364 -0.056
C 2.542 0.495 -2.933 -0.085
H 1.831 0.008 -1.009 0.083
H 4.353 0.288 -0.150 0.096
H 5.740 1.221 -2.145 0.095
H 4.114 1.374 -4.335 0.052
H 1.645 0.196 -3.508 0.106
N -4.346 -2.949 -1.398 -0.018
C -4.897 -2.220 -2.481 -0.111
C -4.606 -0.889 -2.209 -0.148
C -3.719 -0.875 -1.134 -0.137
C -3.658 -2.173 -0.466 -0.058
H -4.488 -3.938 -1.349 0.130
H -5.494 -2.717 -3.208 0.092
H -4.925 -0.103 -2.912 0.105
H -3.164 0.059 -0.930 0.065
H -3.104 -2.548 0.365 0.075
N -0.721 1.040 -2.595 -0.018
C -1.793 0.657 -3.395 -0.050
C -2.070 1.925 -4.252 -0.023
C -1.082 2.848 -3.735 -0.165
C -0.282 2.387 -2.767 -0.126
H -0.254 0.462 -1.891 0.050
H -2.294 -0.289 -3.394 0.056
H -2.723 1.990 -5.065 0.042
H -0.946 3.802 -4.241 0.091
H 0.603 2.793 -2.346 0.088
N -0.977 2.133 3.425 0.032
C -1.116 3.526 3.281 -0.071
C 0.275 4.075 3.500 -0.082
C 1.101 2.947 3.705 -0.151
C 0.336 1.784 3.659 -0.137
H -1.720 1.442 3.355 0.068
H -2.052 4.029 3.156 0.073
H 0.500 5.103 3.308 0.067
H 2.166 3.056 3.883 0.071
H 0.632 0.756 3.858 0.096
N 3.284 -3.998 0.816 -0.016
C 2.753 -3.621 -0.402 -0.142
C 3.527 -4.179 -1.415 -0.140
C 4.478 -5.067 -0.860 -0.079
C 4.402 -4.860 0.655 -0.067
H 2.823 -3.796 1.717 0.125
H 1.919 -2.942 -0.404 0.076
H 3.342 -4.068 -2.494 0.089
H 5.152 -5.722 -1.414 0.070
H 4.820 -5.263 1.536 0.059
N -0.231 -2.170 -2.640 0.005
C -1.314 -2.693 -3.197 -0.176
C -0.886 -3.777 -3.941 -0.136
C 0.509 -3.702 -4.109 -0.078
C 0.905 -2.645 -3.192 -0.123
H -0.143 -1.480 -1.862 0.072
H -2.307 -2.411 -2.805 0.084
H -1.544 -4.518 -4.351 0.075
H 1.099 -4.323 -4.723 0.062
H 1.887 -2.257 -2.882 0.094
N -2.558 2.565 -0.769 0.036
C -3.880 2.523 -1.016 -0.104
C -4.535 3.395 0.044 -0.074
C -3.473 3.919 0.774 -0.156
C -2.335 3.343 0.318 -0.161
H -1.887 2.075 -1.268 0.048
H -4.376 1.914 -1.758 0.080
H -5.611 3.517 0.290 0.086
H -3.580 4.604 1.539 0.065
H -1.311 3.444 0.624 0.091
N 2.514 3.400 -0.813 0.004
C 1.627 3.883 0.129 -0.114
C 1.543 5.325 -0.124 -0.078
C 2.379 5.599 -1.289 -0.118
C 3.054 4.429 -1.557 -0.155
H 2.723 2.431 -1.026 0.080
H 1.204 3.227 0.875 0.068
H 0.866 5.953 0.437 0.067
H 2.456 6.527 -1.860 0.084
H 3.710 4.242 -2.383 0.096
N 2.946 -1.259 3.522 -0.015
C 3.496 -0.344 4.423 -0.133
C 3.663 0.874 3.742 -0.164
C 3.359 0.728 2.391 -0.086
C 2.871 -0.671 2.279 -0.124
H 2.633 -2.239 3.718 0.152
H 3.670 -0.602 5.507 0.115
H 3.913 1.835 4.209 0.094
H 3.360 1.495 1.605 0.088
H 2.368 -1.154 1.455 0.076
N -2.355 -0.370 2.226 0.008
C -2.072 -0.694 3.577 -0.171
C -3.110 -0.300 4.393 -0.130
C -3.988 0.446 3.571 -0.079
C -3.447 0.498 2.148 -0.055
H -1.722 -0.508 1.409 0.095
H -1.132 -1.152 3.901 0.095
H -3.250 -0.420 5.482 0.106
H -4.877 0.877 3.914 0.053
H -3.904 0.879 1.217 0.090
```